No. 1
This record from OMol25 describes C2H3N3O2 as an isolated structure in a non-equilibrium geometry. The level of theory is the ωB97M-V functional and the def2-TZVPD basis.

Computed properties:
Lowest unoccupied orbital energy (eV): -0.91
Energy relative to the best compared isomer or geometry (same formula, charge and spin) (kcal/mol): 193.6
Orbital gap (eV): 8.12
HOMO energy (Eh): -0.332

Structure (XYZ):
```
10
Properties=species:S:1:pos:R:3:forces:R:3:mulliken_charge:R:1
C -0.75555 -0.22015 -0.04788 0.1 0.1 -2.9 0.529
C -0.59480 -1.02412 1.04744 -3.6 -0.8 -0.2 -0.282
H -2.27907 -0.93368 -1.57763 3.8 4.1 2.6 0.392
H -1.46882 -1.66961 1.56875 2.8 1.5 -1.1 0.280
H 1.27977 2.52745 -0.56327 -2.6 -5.1 -1.6 0.411
N 0.64337 -0.84996 1.41149 4.3 -0.4 2.2 -0.381
N 1.37606 0.00490 0.61238 -0.8 -2.7 4.0 -0.597
N 0.50643 0.30883 -0.21187 -2.6 4.1 -4.1 0.879
O -1.54941 0.00966 -1.14958 -3.7 -3.7 -1.0 -0.626
O 0.66056 1.40223 -1.11408 2.4 2.8 2.0 -0.605
```
Positions in Å, forces in eV/Å.

***

No. 2
This record from OMol25 describes a 19-piece molecular cluster, H39O19 overall in a non-equilibrium geometry. The level of theory is the ωB97M-V functional and the def2-TZVPD basis.

Computed properties:
Lowest unoccupied orbital energy (eV): -3.20
Energy relative to the best compared isomer or geometry (same formula, charge and spin) (kcal/mol): 171.1
Orbital gap (eV): 9.74
HOMO energy (Eh): -0.476
Charge: +1

Structure (XYZ):
```
58
Properties=species:S:1:pos:R:3:forces:R:3:mulliken_charge:R:1
O -2.34616 -1.59163 -3.72633 1.5 -0.2 -2.4 -0.624
H -3.41343 -0.75597 -0.93931 -0.8 0.2 -1.0 0.250
H -3.19062 -1.29427 -4.03138 -0.9 0.3 -0.3 0.315
O 0.35249 -4.34911 0.81119 -9.0 -1.3 -1.9 -0.634
H -0.52386 -4.81162 1.26443 4.3 1.2 -1.2 0.406
H 0.14749 3.47009 -1.01314 -10.0 8.1 -7.0 0.174
O -2.82589 3.38448 2.65155 -2.0 0.8 0.1 -0.667
H -4.57873 -1.17850 1.40205 0.6 -0.6 -0.1 0.306
H -3.23500 0.62086 -1.44593 -1.3 -2.0 -1.0 0.359
O 0.68027 3.02858 -0.60211 10.1 -8.5 6.3 -0.505
H 1.11805 -2.39623 -3.67860 -0.3 -0.7 -0.6 0.322
H -3.69915 2.96998 2.42421 1.8 0.1 0.3 0.311
O 0.35602 0.37546 0.06253 5.0 0.4 -2.9 0.800
H 0.63064 1.35842 -0.12643 -0.3 -2.6 -0.1 -0.204
H -0.87942 -1.97351 -0.68968 0.3 -0.2 2.5 0.285
O -0.88175 -2.06763 0.33016 0.7 -2.3 -1.5 -0.613
H 3.77525 1.07757 -0.52330 -1.3 -0.6 -0.8 0.301
H -1.42489 1.78788 1.06093 -3.5 0.5 -3.6 0.434
O 1.00212 -2.54552 -2.74010 -0.6 -1.6 -0.5 -0.577
H 0.15909 2.12099 1.17471 -2.2 0.8 -0.1 0.223
H 1.13263 -4.34776 1.23132 4.0 -0.3 3.1 0.265
O -3.65321 -0.24945 -1.75700 0.6 0.2 2.8 -0.656
H 1.17987 -0.17339 -0.25791 -2.5 1.6 0.5 -0.261
O 3.79519 -1.03157 -0.83344 3.4 -1.1 -1.6 -0.645
H 4.36733 -1.74854 -1.32876 -2.1 1.8 1.6 0.320
H 3.07587 -1.40358 -0.35911 -0.8 -1.0 0.1 0.206
O 1.96894 2.37024 3.10852 2.7 0.3 0.8 -0.676
H 1.13415 2.49616 -1.28428 0.3 0.6 0.3 0.280
H 2.31636 0.76609 -3.04794 -0.7 -0.4 -0.2 0.285
O -0.68598 1.79236 1.56434 5.4 0.9 5.3 -0.858
H -2.05688 2.85222 2.50121 0.0 -0.8 -0.1 0.286
H 2.25799 3.29081 3.29881 -1.8 -0.8 -0.7 0.301
O -4.98160 -0.32695 1.32379 -0.2 1.5 -0.2 -0.616
H -4.43410 0.26544 0.76850 -0.4 -0.9 0.4 0.318
H 1.15761 2.02537 2.76755 -1.1 1.5 0.3 0.416
O 2.24677 -0.09938 3.17515 -0.1 -2.4 0.2 -0.658
H -0.46229 -3.05501 0.56045 -0.4 2.4 -1.0 0.433
H -0.31279 -1.27564 1.24447 -0.4 0.9 0.7 0.479
O 2.98600 1.59577 -0.22423 3.4 -0.1 0.9 -0.447
H 3.65761 1.99013 0.39409 -1.8 0.9 0.4 0.256
H 2.91054 0.16821 -1.83034 -1.6 -1.0 -0.9 0.144
O -2.35648 1.25536 -3.03462 3.6 -2.8 -2.0 -0.578
H -2.60497 1.87720 -3.68663 -0.3 1.2 -1.2 0.222
H 1.29944 -1.71122 -2.47430 0.8 2.2 1.2 0.310
O -0.12094 -0.56759 2.12605 -2.6 -0.9 -1.1 -0.562
H -1.80385 1.38918 -1.47653 -0.4 0.5 0.2 0.589
H 0.66893 -0.79623 2.56560 1.8 -0.1 1.3 0.448
O -1.91697 1.24697 -0.50778 1.3 -0.2 -0.3 -1.076
H -2.47404 -1.63512 -2.81468 -0.4 0.0 2.4 0.316
H -1.03497 0.79077 -0.32529 -1.8 0.0 -0.4 0.654
O 2.08866 0.07052 -2.40575 1.7 1.5 0.3 -0.643
H 2.15055 0.23006 2.26703 0.8 1.0 1.2 0.303
H -1.75313 0.50469 -3.56267 -2.7 2.5 1.9 0.351
O 1.96436 -2.18043 1.41296 -3.1 -0.8 3.0 -0.505
H 2.00947 -2.33864 2.42378 0.3 0.6 -2.4 0.346
H 2.82203 -2.12984 1.12057 3.5 -0.1 -0.4 0.246
H 2.34986 0.46903 3.95521 -0.1 0.7 -1.4 0.294
H -0.11047 0.39342 1.73638 -0.7 -1.1 0.9 0.453
```
Positions in Å, forces in eV/Å.

***

No. 3
This record from OMol25 describes C5H7LiO5Y as an isolated structure in a non-equilibrium geometry. The level of theory is the ωB97M-V functional and the def2-TZVPD basis.

Computed properties:
Lowest unoccupied orbital energy (spin up / spin down) (eV): -8.47 / -8.92
Expectation value of S²: 0.75
2S+1: 2
Orbital gap (spin up / spin down) (eV): 6.63 / 6.78
HOMO energy (spin up / spin down) (Eh): -0.555 / -0.577
Charge: +2

Structure (XYZ):
```
19
Properties=species:S:1:pos:R:3:forces:R:3:mulliken_spin:R:1
O 2.01280 1.19086 1.30817 0.3 -0.6 -0.3 0.002
C 2.43723 1.51043 0.21705 -0.9 1.3 0.2 0.000
C 1.78399 1.05269 -1.05077 1.4 0.3 -0.6 -0.001
O 1.04187 -0.12254 -0.75052 0.7 -0.9 0.1 0.021
Li 0.68623 -0.24228 1.35261 0.2 0.5 0.2 0.018
H 3.16137 2.33731 0.10133 0.2 -0.4 0.1 0.000
H 2.55243 0.80091 -1.79677 -0.1 0.0 0.2 0.000
H 1.22731 1.89942 -1.48000 -0.4 -0.4 0.3 0.000
H -1.78511 -0.16964 3.00693 -0.1 0.3 -0.4 -0.001
C -1.86140 -0.37850 1.93141 -2.0 3.0 0.4 -0.045
C -2.73751 0.28628 1.13895 -0.4 -1.1 1.1 0.045
Y -1.15985 -3.17290 0.43895 0.2 2.5 0.9 1.133
O -0.90000 -1.18896 1.52407 1.3 -4.5 -2.3 -0.136
H -3.35423 1.06854 1.58336 0.1 -0.4 0.1 0.003
H -3.13435 -0.08493 0.18992 0.9 0.3 -0.2 -0.005
O -0.44597 0.18194 -2.37749 2.1 -2.5 0.3 0.002
C 0.23761 -0.58090 -1.72076 -3.1 5.3 -0.4 -0.013
O -0.04341 -1.86072 -1.49966 -0.7 -3.3 1.1 -0.030
H 0.28098 -2.52701 -2.11677 0.4 0.4 -0.8 0.006
```
Positions in Å, forces in eV/Å.

***

No. 4
This record from OMol25 describes an isolated molecule of C10H11N3OS in a non-equilibrium geometry. The level of theory is the ωB97M-V functional and the def2-TZVPD basis.

Computed properties:
Lowest unoccupied orbital energy (eV): 0.16
Energy relative to the best compared isomer or geometry (same formula, charge and spin) (kcal/mol): 29.6
Orbital gap (eV): 8.76
HOMO energy (Eh): -0.316
SMILES: N#C/C(=C(/N)C(N)=O)[C@@H]1C=CC=C[C@@H]1S

Structure (XYZ):
```
26
Properties=species:S:1:pos:R:3:forces:R:3:mulliken_charge:R:1
N -0.11778 -2.60654 -0.84013 0.4 -2.0 -0.9 -0.653
C -0.14412 -1.63032 -0.25558 0.4 1.1 0.0 -0.668
C -0.29004 -0.39021 0.37301 -1.3 -0.3 1.2 0.255
C -1.62728 -0.04235 0.57141 3.8 1.1 0.6 0.662
N -2.05048 0.99914 1.32013 -3.4 -1.2 -0.7 -0.334
C -2.72830 -0.60403 -0.21238 -2.5 0.9 0.8 0.517
N -2.90797 -1.89462 -0.44274 -0.7 1.6 0.1 -0.348
O -3.64752 0.19636 -0.43575 0.3 -0.5 -0.7 -0.708
C 0.94045 0.30015 0.98751 1.0 -1.8 1.5 0.470
C 0.80926 1.71931 0.62980 -0.8 1.0 -0.8 -1.314
C 0.88040 2.07586 -0.65450 1.9 -2.9 0.7 -0.512
C 1.49686 1.14204 -1.59827 0.8 -2.4 4.4 -0.621
C 2.19041 0.05220 -1.12526 -0.4 2.4 -0.6 -0.423
C 2.31802 -0.12291 0.38544 0.5 -0.1 -1.3 -0.500
S 3.31988 -1.57375 0.86384 -2.2 -2.3 -0.7 -0.201
H -1.50643 1.73071 1.68286 0.7 0.6 0.3 0.205
H -3.11034 1.10240 1.14938 2.4 0.5 0.5 0.298
H -2.28407 -2.59543 -0.32453 2.6 -2.1 0.5 0.173
H -3.58241 -2.05628 -1.11372 -1.9 -0.5 -1.3 0.248
H 1.02847 0.05931 2.10060 -0.5 0.7 -1.2 0.353
H 0.36520 2.40367 1.29412 -0.2 0.8 1.0 0.945
H 0.74173 3.01814 -0.99989 -0.8 2.8 -0.7 0.669
H 1.44223 1.32483 -2.57698 -0.1 0.7 -3.8 0.633
H 2.81639 -0.46960 -1.83610 -0.1 -0.5 0.2 0.391
H 3.15008 0.55879 0.71392 -1.2 0.4 -0.1 0.306
H 2.49733 -2.69689 0.34381 1.3 2.0 0.9 0.159
```
Positions in Å, forces in eV/Å.

***

No. 5
This record from OMol25 describes C3H3LiO4Zn as an isolated structure in a non-equilibrium geometry. The level of theory is the ωB97M-V functional and the def2-TZVPD basis.

Computed properties:
Lowest unoccupied orbital energy (spin up / spin down) (eV): -5.80 / -6.42
Expectation value of S²: 0.76
2S+1: 2
Energy relative to the best compared isomer or geometry (same formula, charge and spin) (kcal/mol): 49.5
Orbital gap (spin up / spin down) (eV): 8.47 / 7.96
HOMO energy (spin up / spin down) (Eh): -0.524 / -0.528
Charge: +1

Structure (XYZ):
```
12
Properties=species:S:1:pos:R:3:forces:R:3:mulliken_spin:R:1
O -0.27832 0.00219 2.39343 0.0 0.2 -0.2 0.842
O -2.25987 -0.05790 -1.38382 0.7 -1.5 -0.9 -0.001
C -1.13334 -0.36003 -0.95963 -2.9 2.5 1.1 0.002
C 1.43890 0.11507 0.90903 0.5 -1.6 0.2 0.074
O -0.98737 -0.64319 0.30569 1.6 0.1 0.8 0.001
O -0.12777 -0.15696 -1.74789 1.1 -0.8 -2.1 0.003
C -0.06936 0.29669 1.14245 -0.6 0.3 -0.4 -0.023
H 2.01337 0.92052 1.38444 -0.3 -0.4 -0.1 -0.010
H -0.34824 1.33204 0.86524 -0.4 -0.3 0.2 0.043
H 1.59781 -0.88076 1.42688 0.7 1.1 -0.9 -0.008
Li -1.46940 -0.59354 -3.19602 -0.4 0.4 0.5 0.000
Zn 1.62359 0.02589 -1.13979 0.1 -0.1 1.9 0.077
```
Positions in Å, forces in eV/Å.

***

No. 6
This record from OMol25 describes C35H60AsN6RuSSbSi2 as an isolated structure in a non-equilibrium geometry. The level of theory is the ωB97M-V functional and the def2-TZVPD basis.

Computed properties:
Lowest unoccupied orbital energy (spin up / spin down) (eV): -3.32 / -3.32
Expectation value of S²: 0.77
2S+1: 2
Energy relative to the best compared isomer or geometry (same formula, charge and spin) (kcal/mol): 17.1
Orbital gap (spin up / spin down) (eV): 5.52 / 6.24
HOMO energy (spin up / spin down) (Eh): -0.325 / -0.351
Charge: +1

Structure (XYZ):
```
107
Properties=species:S:1:pos:R:3:forces:R:3:mulliken_spin:R:1
Ru -0.65394 -0.70465 -0.22228 -0.9 -0.4 0.3 0.058
C -4.48892 0.51290 -1.86644 -0.1 0.1 0.0 0.001
C -3.16754 -0.08949 -1.53632 0.4 -0.1 0.1 0.006
N -2.55564 0.05603 -0.40270 -0.1 -0.4 -0.2 0.000
N -3.19847 0.70632 0.61193 0.1 0.1 0.1 0.007
C -2.93653 0.36320 1.91770 -0.2 0.1 -0.1 -0.008
N -3.82305 0.88849 2.79600 0.1 -0.3 0.0 0.004
S -1.66785 -0.59573 2.37614 0.2 0.4 -0.1 0.034
C -2.43902 -0.98697 -2.44286 -0.2 0.0 0.2 0.003
C -2.96569 -1.49860 -3.62351 0.1 0.0 0.1 -0.003
C -2.22767 -2.42230 -4.34207 0.0 0.0 0.0 -0.001
C -0.98911 -2.81826 -3.85711 0.0 0.0 0.0 0.001
C -0.52555 -2.28310 -2.67147 -0.1 0.0 -0.1 0.020
N -1.22846 -1.37975 -1.97527 0.3 -0.1 -1.1 -0.054
H -4.52489 1.56432 -1.56925 0.0 0.0 0.0 0.000
H -5.30443 -0.01705 -1.36557 0.0 0.0 0.0 0.000
H -4.67650 0.48607 -2.93610 0.0 0.0 0.0 0.000
H -4.04842 1.20099 0.38247 0.0 -0.1 0.1 0.000
H -4.74499 1.17236 2.50452 0.0 0.1 0.0 0.000
H -3.73417 0.58278 3.75157 0.0 0.0 0.0 -0.001
H -3.94344 -1.19682 -3.96801 0.0 0.0 0.0 0.000
H -2.62064 -2.83602 -5.26035 0.0 0.0 0.0 0.000
H -0.38056 -3.53820 -4.38424 0.0 0.0 0.0 -0.001
H 0.42321 -2.57099 -2.24022 0.0 0.0 0.0 -0.011
C 4.10715 -1.47114 -0.98871 -0.1 0.1 0.0 0.016
Si 2.85146 -0.77255 0.24206 -0.1 -0.1 0.1 -0.029
C 2.89331 1.06722 -0.03904 0.0 0.0 -0.1 0.003
C 3.36863 -1.00620 2.03084 -0.1 0.0 -0.1 0.018
N 1.24927 -1.55443 0.04173 0.2 0.0 -0.2 0.256
C 1.21097 -2.88566 0.27107 -0.1 0.0 0.1 0.164
C 2.36319 -3.71352 0.43896 0.0 0.0 0.0 -0.007
C 2.26990 -5.05212 0.67620 0.0 0.0 0.0 0.071
C 1.00386 -5.66442 0.77521 0.0 0.0 0.0 0.072
C -0.12708 -4.91723 0.64267 0.0 0.0 0.0 -0.023
C -0.09005 -3.51016 0.39793 0.1 0.0 -0.1 0.153
N -1.17714 -2.72370 0.29045 0.0 0.0 0.4 0.251
Si -2.76423 -3.49800 0.53359 0.0 0.0 -0.1 -0.002
C -2.92084 -4.22662 2.25662 0.0 0.1 -0.1 0.005
C -3.06273 -4.73635 -0.85564 0.0 0.1 0.0 0.009
C -4.27065 -2.38182 0.39940 0.0 0.0 0.1 -0.001
H 4.50121 -0.65859 -1.60150 0.0 0.0 0.0 0.002
H 3.68121 -2.22297 -1.65499 0.0 0.0 0.0 -0.002
H 4.95564 -1.93460 -0.48183 0.0 0.0 0.0 0.000
H 3.86593 1.37871 0.35491 0.0 0.0 0.0 0.001
H 2.12926 1.62049 0.49705 0.0 0.0 0.1 0.000
H 2.89477 1.35501 -1.08721 0.0 0.0 0.0 0.003
H 4.35939 -0.57861 2.19677 0.0 0.0 0.0 0.001
H 3.39081 -2.04470 2.35599 0.0 0.0 0.0 -0.002
H 2.66583 -0.47408 2.67870 0.0 0.0 0.0 -0.003
H 3.34727 -3.28170 0.37278 0.0 0.0 0.0 -0.013
H 3.16835 -5.64389 0.78784 0.0 0.0 0.0 0.006
H 0.92977 -6.72643 0.96564 0.0 0.0 0.0 0.005
H -1.07631 -5.41698 0.73681 0.0 0.0 0.0 -0.020
H -2.21022 -5.01182 2.50311 0.0 0.0 0.0 -0.001
H -3.92590 -4.63260 2.39014 0.0 0.0 0.0 0.001
H -2.78773 -3.42586 2.98782 0.0 0.0 0.0 0.002
H -2.24693 -5.43065 -1.04426 0.0 0.0 0.0 0.000
H -3.24322 -4.18618 -1.78447 0.0 0.0 0.0 0.001
H -3.96107 -5.32207 -0.64908 0.0 0.0 0.0 0.000
H -4.35898 -1.65711 1.20754 0.0 0.0 0.0 0.001
H -5.11393 -3.07168 0.49645 0.0 0.0 0.0 0.000
H -4.38965 -1.88255 -0.55772 0.0 -0.1 0.0 0.001
C -1.29957 1.86139 -2.94701 0.0 0.1 0.0 0.000
As 0.06658 1.29720 -1.65470 0.0 0.2 0.5 -0.010
C 0.36156 3.10506 -0.95831 0.1 0.0 0.0 0.001
C 1.39285 0.77468 -3.03225 -0.1 -0.1 0.0 -0.001
C 2.58313 1.60759 -3.43695 0.0 0.0 0.0 0.002
C 3.72193 0.94368 -3.88941 0.0 0.0 0.1 0.000
C 4.83578 1.64849 -4.31592 0.0 0.0 0.0 0.000
C 4.82874 3.03528 -4.30179 0.0 0.0 0.0 0.000
C 3.69546 3.70621 -3.87148 0.0 0.0 0.0 0.000
C 2.58053 2.99727 -3.44572 0.0 0.0 0.0 0.000
H -0.84889 2.66905 -3.52552 0.0 0.0 0.0 0.001
H -2.19101 2.24871 -2.45561 0.0 0.0 0.0 0.000
H -1.57267 1.06204 -3.63199 0.0 0.0 0.0 -0.001
H 0.15115 3.86227 -1.71125 0.0 0.0 0.0 0.000
H 1.36727 3.24086 -0.57061 0.0 0.0 0.0 0.001
H -0.34977 3.21410 -0.13873 0.0 0.0 0.0 -0.001
H 0.77299 0.61347 -3.92038 0.0 0.0 0.1 0.000
H 1.72843 -0.21483 -2.71020 0.1 0.0 0.0 0.003
H 3.73620 -0.13955 -3.90281 0.0 0.0 0.0 0.000
H 5.71209 1.11334 -4.65682 0.0 0.0 0.0 0.000
H 5.69728 3.58915 -4.63089 0.0 0.0 0.0 0.000
H 3.67406 4.78805 -3.86544 0.0 0.0 0.0 0.000
H 1.70462 3.54454 -3.12727 0.0 0.0 0.0 0.000
C 3.14353 3.08788 3.25795 0.1 0.0 0.0 0.000
C 1.78034 3.67877 2.91871 -0.1 0.1 0.0 0.001
Sb 0.30321 2.13376 2.60637 0.2 0.2 0.2 0.010
C -1.45948 3.40983 2.56943 0.0 0.0 0.0 0.000
C -1.26156 4.86224 2.98232 0.0 0.1 0.0 0.000
C 0.09041 1.54922 4.68163 -0.1 0.0 0.0 0.001
C 0.48628 2.56612 5.74148 0.0 0.1 0.1 0.000
H 3.87569 3.86772 3.47580 0.0 0.0 0.0 0.000
H 3.53708 2.49254 2.43365 0.0 0.0 0.0 0.000
H 3.10014 2.43388 4.13086 0.0 0.0 0.0 0.000
H 1.83890 4.27906 2.00772 0.0 0.0 0.0 0.000
H 1.43080 4.34137 3.71009 0.0 0.0 0.0 0.000
H -2.18356 2.92162 3.22445 0.0 0.0 0.0 0.000
H -1.87283 3.36296 1.55765 0.0 0.0 0.0 0.000
H -0.87753 4.94752 3.99873 0.0 0.0 0.0 0.000
H -2.20377 5.41404 2.94704 0.0 0.0 0.0 0.000
H -0.55741 5.37761 2.32770 0.0 0.0 0.0 0.000
H 0.63453 0.61181 4.80940 0.0 0.0 0.0 0.000
H -0.96926 1.29886 4.77748 0.0 -0.1 0.0 0.000
H 1.54969 2.80194 5.71336 0.0 0.0 0.0 0.000
H 0.26614 2.18869 6.74230 0.0 0.0 0.0 0.000
H -0.05837 3.50451 5.62651 0.0 0.0 0.0 0.000
```
Positions in Å, forces in eV/Å.

***

What is the formula in the second record?
H39O19